Record 1
Density functional theory data (ωB97M-V/def2-TZVPD) for 9 unconnected molecules or ions with the total composition C41H67ClF10INO34S9 at a distorted geometry.

XYZ file:
```
164
Properties=species:S:1:pos:R:3
I -1.908 3.407 -3.556
Cl -4.335 3.563 2.628
S 15.454 -2.172 -1.199
S -5.232 5.669 6.043
S -0.365 6.042 -6.824
S 7.340 -6.257 4.471
S -6.779 7.344 -4.791
S -4.632 8.566 0.853
S -8.103 -2.423 -0.987
S 9.121 -2.603 -1.983
S 4.947 -1.291 2.643
F -6.525 -8.534 -0.002
F -5.942 -7.493 -2.110
F -5.023 -5.805 0.176
F -4.699 -9.428 -1.249
F -2.123 -8.221 -0.307
F -4.177 -7.775 1.278
F -0.574 -6.128 -0.585
F -2.991 -7.198 -2.277
F -2.160 -5.606 1.121
F -3.769 0.542 -3.864
O -5.358 6.605 -4.486
O -7.845 6.517 -4.274
O 7.584 -7.598 4.951
O 0.193 5.356 -5.682
O -4.927 9.939 0.513
O 9.324 -1.332 -0.982
O -1.991 5.975 -6.722
O 8.055 -3.430 -1.466
O 15.077 -2.227 0.196
O -5.527 7.042 5.703
O -4.198 8.502 2.424
O 4.761 -1.816 3.975
O -0.196 5.088 -8.136
O 14.257 -2.848 -2.076
O 0.692 -1.215 -1.074
O -4.798 5.605 7.613
O 7.956 -5.723 3.277
O 7.611 -5.213 5.694
O 10.542 -3.342 -1.678
O -6.576 8.615 -3.791
O -6.751 7.833 -6.152
O -4.311 4.850 5.287
O 16.584 -3.317 -1.467
O 15.873 -0.955 -1.854
O -3.711 7.747 0.097
O 9.149 -2.114 -3.344
O 3.913 -2.055 1.638
O -6.040 7.754 0.991
O 0.009 7.389 -7.194
O 5.729 -6.033 4.355
O 4.908 0.122 2.340
O 6.328 -1.904 2.031
O -5.122 2.044 0.489
O -6.640 4.858 6.180
N -0.807 0.304 0.429
C 0.967 -1.558 2.740
C 4.646 -2.586 0.536
C -5.678 -1.272 0.258
C -4.120 -1.554 0.631
C -1.377 -3.115 -1.106
C -1.425 -2.266 1.533
C -3.359 -1.104 -1.969
C -4.496 7.519 -3.813
C -2.906 -7.030 -0.808
C -4.363 -7.108 -0.064
C -2.996 -0.867 -0.385
C -5.885 5.102 8.387
C -1.989 -5.710 -0.345
C 0.095 -2.691 1.897
C -6.673 4.198 7.444
C 5.278 -5.248 5.457
C 0.266 -1.073 4.138
C -5.285 7.999 3.198
C -2.511 5.453 -7.943
C -1.448 4.479 -8.445
C 10.478 -1.545 -0.171
C -5.422 8.402 -2.980
C -2.237 1.846 -0.907
C 11.404 -2.428 -1.004
C 6.017 -2.942 1.103
C -6.292 -2.649 -0.447
C 6.467 -4.377 5.851
C -2.777 1.268 1.501
C 0.349 2.361 -1.760
C -1.186 1.822 -2.152
C -2.431 -4.355 -1.184
C -0.389 -0.917 -0.348
C -2.283 0.552 0.073
C -5.379 -8.139 -0.901
C -5.776 -0.821 -3.255
C -4.128 2.175 1.361
C 14.776 -3.948 -2.821
C -4.421 -0.055 -2.638
C 15.951 -4.477 -2.003
C -1.713 -1.905 -0.068
C -6.073 7.094 2.254
H 0.537 2.334 -0.599
H 15.603 -5.090 -1.165
H 0.025 -3.625 2.639
H -3.570 -4.054 -0.989
H -8.405 -3.305 -2.060
H 10.943 -0.590 0.090
H 10.162 -2.058 0.743
H 6.783 -3.000 0.325
H -5.968 -0.409 -4.357
H -5.512 4.561 9.262
H -1.911 2.032 1.807
H -0.221 -0.005 3.924
H -6.183 3.225 7.329
H -3.809 -2.186 -2.199
H 6.575 -3.526 5.170
H 5.983 -3.890 1.650
H 11.932 -1.840 -1.762
H -7.104 6.945 2.585
H 4.132 -3.452 0.113
H -2.345 -0.975 -2.586
H -3.292 2.169 -1.365
H 1.081 1.572 -2.266
H -3.769 6.983 -3.199
H -0.340 -3.589 -0.751
H -4.957 9.357 -2.719
H -2.171 -3.151 1.826
H 4.725 -1.803 -0.225
H 4.407 -4.652 5.170
H -1.142 0.831 -2.771
H -1.923 2.781 -0.234
H 15.110 -3.573 -3.794
H -2.641 6.288 -8.639
H -4.018 -2.744 0.678
H -6.268 -1.186 1.294
H 1.997 -2.078 3.048
H -3.475 4.967 -7.775
H 14.003 -4.706 -2.971
H -5.683 -2.972 -1.405
H 5.001 -5.928 6.269
H -1.754 -1.363 2.241
H 0.782 -3.037 1.020
H -6.491 5.952 8.717
H -5.637 -1.977 -3.364
H -4.852 0.758 -1.908
H -7.704 4.048 7.774
H -1.529 4.298 -9.520
H 0.558 3.450 -2.137
H 1.255 -0.701 1.998
H -3.968 8.107 -4.571
H -5.917 -0.294 -0.324
H -4.912 7.458 4.072
H -5.738 7.889 -2.065
H -5.891 8.849 3.527
H -2.843 0.516 2.395
H -0.551 0.377 1.435
H 16.654 -5.055 -2.608
H -6.323 -3.552 0.333
H 12.131 -2.965 -0.390
H -5.583 6.122 2.140
H -1.149 -2.760 -2.223
H -2.432 -4.704 -2.328
H -3.984 -1.217 1.765
H 6.394 -4.012 6.879
H -6.705 -0.488 -2.625
H -1.504 3.525 -7.911
H 1.084 -0.889 4.962
H -0.630 -1.753 4.496
```

Results
HOMO-LUMO gap = 8.28 eV
LUMO level = -0.513 eV
E_HOMO = -8.79 eV
Total energy = -260000.6275 eV

Atom charges from the Löwdin analysis, given in e for atoms 1 to 2: atom 1 (I): 0.830, atom 2 (Cl): 0.607

Record 2
Density functional theory data (ωB97M-V/def2-TZVPD) for a molecular structure, C41H67GaN2P2Si at a distorted geometry.

XYZ file:
```
114
Properties=species:S:1:pos:R:3
Ga -0.656 0.973 -1.181
P -1.851 -0.764 0.449
P 1.624 1.325 0.008
Si -1.562 2.626 0.325
N -0.158 -0.580 -2.521
N -1.505 1.683 -2.611
C 3.602 -2.246 -0.547
C -2.012 -2.552 2.765
C 2.468 -1.216 -0.581
C 1.114 2.261 1.496
C 1.673 3.201 3.657
C 3.877 -2.659 0.896
C -4.054 2.520 1.603
C -3.043 1.725 1.059
C -5.149 1.960 2.242
C -0.454 -0.602 2.810
C 3.878 3.085 -0.264
C -3.155 0.326 1.143
C 0.431 -0.358 -3.872
C -0.545 3.437 2.790
C -1.955 -4.422 -0.642
C 4.246 1.637 -2.585
C -2.332 1.143 -3.740
C 4.776 3.770 -1.294
C -1.119 -1.652 1.909
C 2.583 2.603 -0.940
C -1.501 0.837 -4.984
C -1.135 -3.266 3.800
C -3.304 -4.907 -1.193
C -0.197 2.753 1.623
C 5.259 2.773 -2.362
C -2.680 -1.972 -0.713
C -4.015 -2.633 -0.344
C 2.828 2.167 -2.402
C -5.247 0.582 2.341
C -4.308 -3.750 -1.347
C -1.959 4.328 -0.383
C 4.359 -1.451 1.726
C 2.585 -0.169 0.562
C 4.032 -0.103 1.061
C -1.630 -3.025 -1.166
C 0.414 -1.285 3.867
C -0.424 -2.255 4.700
C -0.667 -0.441 -4.914
C -4.259 -0.224 1.796
C 2.032 2.495 2.520
C 0.375 3.664 3.800
H 1.982 -0.511 1.411
H -2.132 2.130 -1.947
H 2.962 -3.082 1.322
H 4.370 1.219 -3.585
H -2.179 0.760 -5.834
H 4.175 0.683 1.798
H 5.436 -1.508 1.881
H -0.949 2.449 -2.988
H -1.313 -1.299 -4.694
H -1.163 -5.112 -0.933
H -1.172 4.663 -1.058
H -0.625 -2.740 -0.831
H -1.066 -1.020 -2.653
H -2.852 0.247 -3.392
H -3.154 -5.387 -2.161
H 1.512 -1.742 -0.459
H 0.395 -1.254 -1.999
H 3.044 2.130 2.430
H 6.218 2.344 -2.070
H -0.393 -3.884 3.284
H -1.752 -3.934 4.402
H 3.636 3.777 0.541
H -5.917 2.595 2.664
H 2.410 3.392 4.426
H -0.218 -0.627 -5.891
H 2.459 -0.721 -1.561
H 5.419 3.305 -3.301
H -1.562 3.799 2.911
H -3.089 1.881 -4.009
H 1.224 -1.836 3.374
H -0.329 -2.277 1.469
H -2.542 -3.290 2.164
H 4.715 0.086 0.231
H -3.707 -5.665 -0.521
H -3.982 3.601 1.530
H -6.091 0.128 2.843
H 0.079 4.199 4.693
H 1.216 -1.089 -4.064
H 0.873 -0.530 4.510
H -4.354 -1.294 1.893
H 4.223 4.591 -1.758
H -2.026 5.058 0.427
H 0.209 -2.774 5.421
H 4.428 2.247 0.167
H -2.902 -1.310 -1.566
H 2.086 1.416 -2.699
H 4.626 -3.449 0.921
H -1.974 -4.406 0.450
H 4.423 0.825 -1.872
H -5.323 -4.116 -1.194
H -0.840 1.688 -5.180
H -2.750 -1.944 3.293
H 3.329 -3.111 -1.153
H -4.268 -3.342 -2.361
H -2.909 4.339 -0.920
H -1.606 -3.083 -2.260
H 1.864 3.432 -0.944
H -1.170 -1.690 5.266
H -4.811 -1.890 -0.367
H 3.894 -1.468 2.714
H -3.991 -3.072 0.654
H 2.691 3.028 -3.062
H 0.885 0.633 -3.910
H 5.632 4.214 -0.787
H 4.508 -1.826 -0.989
H 0.141 0.094 2.217
H -1.232 -0.013 3.306
```

Results
HOMO-LUMO gap = 8.17 eV
Total charge = +2
LUMO level = -4.601 eV
E_HOMO = -12.77 eV
Total energy = -125405.2424 eV

Atom charges from the Löwdin analysis, given in e for atoms 1 to 2: atom 1 (Ga): 0.287, atom 2 (P): 1.106

Record 3
Density functional theory data (ωB97M-V/def2-TZVPD) for 9 unconnected molecules or ions with the total composition C41H67NO25 at a distorted geometry.

XYZ file:
```
134
Properties=species:S:1:pos:R:3
O -35.072 -40.005 26.458
O -33.714 -31.830 23.400
O -36.286 -35.171 27.964
O -28.225 -32.846 28.078
O -34.106 -33.317 25.119
O -36.380 -35.380 30.307
O -31.694 -30.179 30.593
O -35.405 -37.870 27.350
O -28.774 -33.088 21.719
O -27.454 -33.938 26.380
O -26.472 -34.183 28.400
O -33.340 -38.644 26.615
O -33.758 -35.361 22.280
O -32.491 -34.538 20.839
O -30.766 -30.918 18.884
O -39.813 -35.216 23.291
O -29.809 -31.414 22.721
O -28.157 -30.871 21.433
O -33.098 -31.387 25.577
O -32.183 -29.442 19.579
O -38.022 -34.422 29.254
O -34.743 -34.807 20.316
O -38.269 -36.798 23.870
O -37.947 -34.760 24.501
O -30.359 -28.817 18.326
N -32.480 -31.302 30.855
C -34.041 -30.721 20.336
C -32.487 -35.253 22.923
C -30.999 -29.668 18.861
C -33.617 -32.135 24.579
C -32.289 -36.607 23.551
C -34.682 -38.784 26.787
C -33.851 -33.410 26.508
C -28.736 -29.651 21.869
C -28.463 -33.127 25.801
C -38.793 -35.543 23.894
C -29.824 -29.619 24.278
C -33.170 -34.729 26.678
C -33.849 -30.942 31.308
C -38.386 -34.297 30.595
C -28.879 -31.898 21.975
C -30.610 -32.929 30.409
C -32.508 -30.682 20.245
C -36.854 -35.040 29.046
C -39.821 -34.774 30.734
C -32.780 -39.851 26.122
C -27.331 -33.711 27.648
C -34.692 -32.221 31.339
C -31.757 -32.505 31.448
C -37.034 -36.833 24.476
C -33.894 -30.089 32.587
C -31.514 -35.040 21.730
C -32.945 -32.154 26.722
C -29.902 -30.029 22.772
C -33.958 -40.834 26.171
C -33.742 -34.964 21.083
C -34.278 -41.604 24.896
C -31.073 -32.216 32.837
C -34.520 -30.079 30.262
C -34.000 -33.329 32.189
C -36.098 -37.622 23.537
C -31.850 -31.674 19.384
C -29.151 -32.488 27.024
C -37.387 -35.230 31.276
C -36.771 -35.325 24.728
C -32.646 -33.676 31.579
C -29.330 -34.042 24.952
H -34.924 -32.604 30.345
H -34.379 -29.822 20.853
H -30.690 -30.009 24.812
H -33.583 -30.543 33.528
H -37.004 -34.594 32.074
H -36.347 -35.293 25.731
H -40.497 -34.327 30.005
H -32.280 -34.435 32.270
H -31.890 -32.391 26.859
H -31.307 -30.268 29.719
H -30.997 -35.936 21.388
H -28.009 -29.153 22.509
H -37.153 -37.285 25.460
H -30.179 -33.486 24.555
H -33.044 -36.833 24.305
H -32.366 -34.452 23.652
H -34.844 -29.606 32.815
H -36.574 -38.575 23.305
H -35.187 -37.925 24.053
H -30.821 -34.222 21.927
H -32.503 -39.648 25.087
H -31.379 -32.564 19.802
H -35.255 -42.082 24.968
H -39.926 -35.858 30.709
H -32.083 -30.808 21.241
H -34.694 -30.491 29.268
H -30.849 -29.634 22.404
H -30.146 -33.911 30.505
H -35.616 -32.238 31.915
H -31.085 -33.112 29.446
H -28.969 -28.932 21.084
H -32.303 -34.930 26.049
H -28.794 -34.441 24.091
H -29.669 -28.541 24.317
H -28.997 -30.076 24.821
H -34.666 -34.193 32.199
H -40.212 -34.520 31.719
H -31.911 -40.190 26.686
H -32.586 -32.041 18.670
H -34.485 -31.439 21.026
H -34.737 -33.478 27.139
H -35.716 -37.093 22.664
H -31.327 -36.639 24.063
H -34.333 -40.984 24.002
H -34.558 -30.645 19.380
H -33.207 -29.254 32.447
H -29.821 -32.181 30.330
H -32.193 -37.382 22.791
H -36.077 -34.746 24.119
H -27.996 -32.312 25.248
H -30.151 -32.921 26.987
H -31.734 -32.263 33.702
H -30.241 -32.868 33.103
H -37.729 -36.175 31.698
H -32.846 -34.130 30.609
H -33.899 -29.224 29.994
H -35.476 -29.738 30.660
H -33.885 -32.929 33.196
H -29.201 -31.442 26.723
H -38.287 -33.279 30.970
H -30.692 -31.196 32.784
H -33.935 -35.447 26.381
H -29.762 -34.838 25.559
H -33.232 -31.525 27.565
H -32.876 -34.860 27.719
H -33.448 -42.260 24.635
H -33.811 -41.583 26.949
```

Results
HOMO-LUMO gap = 8.78 eV
LUMO level = 0.033 eV
E_HOMO = -8.75 eV
Total energy = -96278.0317 eV

Atom charges from the Löwdin analysis, given in e for atoms 1 to 2: atom 1 (O): 0.098, atom 2 (O): 0.141

- The lowest total energy belongs to which entry?
  C41H67ClF10INO34S9